(1)
ORCA calculation (the ωB97M-V functional and the def2-TZVPD basis) on C39H35N3O3PS2Se2Ti as an isolated structure.

Each line ends with the Mulliken charge.
Cartesian coordinates (Å):
Ti: -0.23 -0.44 2.44  -0.012
Se: -2.53 -0.05 3.91  -0.203
Se: 0.78 1.42 4.28  -0.198
C: 1.14 -0.25 4.98  0.265
C: 1.94 -0.54 6.10  -0.834
C: 2.18 -1.85 6.44  -0.142
C: 1.66 -2.88 5.66  -1.039
C: 0.90 -2.54 4.56  -0.150
N: 0.63 -1.27 4.24  0.346
C: -2.37 1.43 2.78  0.116
C: -3.14 2.59 2.80  -0.793
C: -2.79 3.65 1.99  -0.425
C: -1.67 3.56 1.16  -0.655
C: -0.95 2.38 1.16  -0.987
N: -1.31 1.35 1.94  0.883
H: 2.35 0.28 6.67  0.433
H: 2.79 -2.07 7.30  0.382
H: 1.85 -3.92 5.89  0.423
H: 0.49 -3.29 3.90  0.462
H: -3.98 2.65 3.48  0.470
H: -3.37 4.56 2.00  0.393
H: -1.36 4.36 0.51  0.535
H: -0.08 2.24 0.54  0.505
C: -2.60 1.45 -1.56  -0.873
C: -2.16 0.53 -2.66  0.619
C: -2.47 0.86 -3.98  -0.915
C: -2.09 0.05 -5.04  -0.749
C: -1.39 -1.12 -4.79  -0.864
C: -1.07 -1.46 -3.48  -0.907
C: -1.43 -0.64 -2.41  1.058
P: -0.98 -1.07 -0.68  1.481
C: 0.23 -2.41 -0.99  0.854
C: -0.09 -3.76 -0.86  -0.505
C: 0.87 -4.75 -1.07  -0.824
C: 2.16 -4.38 -1.41  -0.818
C: 2.48 -3.04 -1.55  -0.224
C: 1.54 -2.04 -1.34  0.233
C: 1.92 -0.59 -1.50  -1.095
C: -2.47 -1.94 -0.08  0.045
C: -3.64 -2.03 -0.84  -0.600
C: -4.80 -2.55 -0.28  -0.753
C: -4.79 -2.97 1.04  -0.741
C: -3.63 -2.89 1.79  -0.575
C: -2.45 -2.38 1.25  0.480
C: -1.20 -2.33 2.07  -1.295
H: -3.45 2.06 -1.88  0.584
H: -1.79 2.13 -1.30  -0.122
H: -2.89 0.91 -0.66  0.119
H: -3.01 1.78 -4.17  0.391
H: -2.33 0.34 -6.05  0.351
H: -1.08 -1.76 -5.60  0.401
H: -0.51 -2.37 -3.29  0.431
H: -1.10 -4.04 -0.60  0.488
H: 0.60 -5.79 -0.96  0.407
H: 2.92 -5.14 -1.57  0.341
H: 3.50 -2.75 -1.82  0.369
H: 3.00 -0.48 -1.64  0.438
H: 1.63 0.00 -0.63  -0.703
H: 1.43 -0.13 -2.36  0.352
H: -3.64 -1.69 -1.86  0.449
H: -5.71 -2.61 -0.87  0.408
H: -5.70 -3.36 1.50  0.374
H: -3.63 -3.21 2.82  0.420
H: -0.42 -2.93 1.59  0.650
H: -1.41 -2.76 3.05  0.630
C: 2.62 -1.30 1.69  -0.997
O: 1.30 -0.86 1.68  0.364
H: 2.67 -2.33 1.32  0.264
H: 3.02 -1.27 2.71  0.284
H: 3.23 -0.65 1.06  0.277
O: -0.31 4.10 -2.84  -0.709
S: 0.81 3.20 -2.89  1.050
O: 0.84 2.25 -3.97  -0.676
N: 1.03 2.47 -1.45  -0.014
C: 2.17 2.81 -0.87  0.956
S: 2.72 2.23 0.60  -0.539
C: 2.98 3.78 -1.69  -0.274
C: 4.22 4.34 -1.40  -0.723
C: 4.77 5.23 -2.32  -0.507
C: 4.10 5.55 -3.50  -0.533
C: 2.87 4.99 -3.79  -0.694
C: 2.34 4.11 -2.87  0.219
H: 4.71 4.08 -0.48  0.458
H: 5.73 5.68 -2.11  0.379
H: 4.56 6.24 -4.20  0.374
H: 2.34 5.23 -4.70  0.461

Values from the calculation:
Energy relative to the best compared isomer or geometry (same formula, charge and spin)   0.0 kJ/mol
HOMO-LUMO gap   6.91 eV
HOMO   -4.78 eV
Spin multiplicity   1
Net charge   -1



(2)
ORCA calculation (the ωB97M-V functional and the def2-TZVPD basis) on an isolated ion of composition C4H8N3 and charge +1 in a non-equilibrium geometry.

Each line ends with the Mulliken charge.
Cartesian coordinates (Å):
C: 0.49 0.26 -1.87  -1.129
C: 0.26 -1.02 -1.13  -0.236
N: -0.14 -0.58 0.27  0.602
C: 0.64 0.03 1.15  -0.037
N: -0.13 0.51 2.08  -0.057
C: -1.43 0.28 1.67  -0.221
N: -1.40 -0.40 0.54  -0.708
H: -0.34 0.93 -1.76  0.378
H: 0.67 0.02 -2.84  0.403
H: 1.39 0.97 -1.62  0.282
H: 1.09 -1.75 -0.98  0.312
H: -0.58 -1.49 -1.61  0.272
H: 1.68 0.28 1.21  0.405
H: 0.00 1.22 2.76  0.279
H: -2.19 0.73 2.14  0.455

Values from the calculation:
Energy relative to the best compared isomer or geometry (same formula, charge and spin)   241.5 kJ/mol
HOMO-LUMO gap   11.93 eV
HOMO   -15.52 eV
Spin multiplicity   1
SMILES   CC[n+]1c[nH]cn1
Net charge   +1



(3)
ORCA calculation (the ωB97M-V functional and the def2-TZVPD basis) on one molecule with the formula C4H11N3 in a non-equilibrium geometry.

Each line ends with the Mulliken charge.
Cartesian coordinates (Å):
H: -0.82 -3.51 0.27  0.208
N: -0.79 -2.54 -0.05  -0.607
C: 0.38 -2.08 -0.30  0.033
C: 0.53 -0.66 -0.70  -0.524
C: 0.06 0.11 0.61  -0.317
N: -1.34 -0.01 0.82  -0.767
N: 0.57 1.45 0.75  -0.366
C: 0.08 2.42 -0.21  -0.874
H: 1.30 -2.67 -0.20  0.395
H: 1.57 -0.41 -0.93  0.258
H: -0.15 -0.40 -1.51  0.282
H: 0.58 -0.52 1.39  0.352
H: -1.84 0.43 0.06  0.307
H: -1.56 -1.12 0.60  0.436
H: 1.58 1.43 0.75  0.265
H: 0.56 3.38 -0.01  0.334
H: -0.99 2.54 -0.07  0.288
H: 0.28 2.16 -1.26  0.297

Values from the calculation:
Energy relative to the best compared isomer or geometry (same formula, charge and spin)   223.4 kJ/mol
HOMO-LUMO gap   9.40 eV
HOMO   -8.43 eV
Spin multiplicity   1
SMILES   [H]/N=C/C[C@H](N)NC



(4)
ORCA calculation (the ωB97M-V functional and the def2-TZVPD basis) on C5H5FLiMgO4 as an isolated structure in a non-equilibrium geometry.

Each line ends with the Löwdin spin population.
Cartesian coordinates (Å):
H: -0.33 1.75 0.38  0.001
O: 0.87 0.53 -0.93  0.001
O: 2.68 1.74 -0.81  0.000
O: 2.82 -0.36 -1.65  0.000
C: 0.52 1.73 -0.30  0.002
C: 1.62 2.50 -0.34  0.000
C: 2.23 0.54 -1.16  0.000
H: 1.84 3.48 0.06  0.000
C: -0.84 -2.32 1.08  0.687
C: -1.63 -1.07 0.97  0.103
O: -1.91 -0.85 -0.38  0.012
Li: -3.57 -0.34 -0.91  0.002
Mg: -0.33 -1.11 -1.45  0.004
F: 0.22 -2.28 0.17  0.117
H: -0.56 -2.83 2.00  0.031
H: -2.56 -0.74 1.65  0.008
H: -1.08 -0.37 1.63  0.031

Values from the calculation:
Energy relative to the best compared isomer or geometry (same formula, charge and spin)   136.6 kJ/mol
HOMO-LUMO gap (spin up / spin down)   6.96 / 7.73 eV
HOMO (spin up / spin down)   -16.38 / -17.15 eV
⟨S²⟩   0.753
Spin multiplicity   2
Net charge   +2



(5)
ORCA calculation (the ωB97M-V functional and the def2-TZVPD basis) on C18H21Cl36N2O as an isolated structure in a non-equilibrium geometry.

Each line ends with the Mulliken charge.
Cartesian coordinates (Å):
C: -1.15 -3.70 1.34  -0.771
C: -0.11 -4.30 0.40  -0.507
C: 1.33 -3.99 0.74  -0.565
O: 1.47 -2.58 0.84  -0.184
C: 2.78 -2.12 0.97  -0.563
C: 3.45 -2.44 2.32  0.198
C: 4.64 -3.36 2.20  -0.978
C: 5.24 -3.67 3.58  0.041
N: 6.31 -4.68 3.54  -0.527
C: 5.78 -2.36 4.15  -0.325
C: 4.77 -1.23 4.18  -0.932
N: 3.90 -1.14 2.94  -0.019
H: -2.13 -3.68 0.87  0.115
H: -0.90 -2.67 1.60  0.302
H: -1.21 -4.26 2.27  0.350
H: -0.22 -5.38 0.34  0.445
H: -0.28 -3.88 -0.60  0.087
H: 1.96 -4.36 -0.07  0.336
H: 1.63 -4.47 1.68  0.341
H: 2.71 -1.03 0.87  -0.064
H: 3.39 -2.51 0.15  0.387
H: 2.69 -2.88 2.95  0.383
H: 5.42 -2.87 1.60  0.445
H: 4.33 -4.28 1.71  0.301
H: 4.42 -4.02 4.21  0.402
H: 5.90 -5.59 3.68  0.291
H: 6.69 -4.71 2.60  0.287
H: 6.68 -2.08 3.59  0.275
H: 6.09 -2.53 5.18  -0.033
H: 5.29 -0.28 4.25  0.411
H: 4.11 -1.29 5.04  0.370
H: 4.36 -0.56 2.23  0.388
H: 3.05 -0.63 3.19  0.368
C: 2.58 1.45 -1.50  0.308
Cl: 2.10 3.14 -1.39  -0.067
Cl: 1.25 0.41 -0.98  -0.011
Cl: 3.03 1.06 -3.15  -0.079
Cl: 3.99 1.18 -0.43  -0.149
C: -2.69 -0.84 -2.50  0.169
Cl: -1.31 -1.68 -1.77  -0.042
Cl: -4.17 -1.65 -1.99  -0.042
Cl: -2.70 0.82 -1.94  -0.058
Cl: -2.54 -0.91 -4.26  -0.102
C: -4.68 3.50 -5.04  0.190
Cl: -3.66 2.06 -5.15  -0.025
Cl: -6.22 3.06 -4.29  -0.078
Cl: -3.86 4.70 -4.05  0.067
Cl: -4.98 4.15 -6.65  -0.088
C: 8.45 -3.37 7.76  0.370
Cl: 7.85 -4.16 6.30  -0.089
Cl: 8.13 -1.63 7.65  -0.122
Cl: 7.62 -4.02 9.17  -0.088
Cl: 10.18 -3.64 7.91  -0.088
C: -1.58 7.49 -5.37  0.236
Cl: -3.19 8.10 -4.99  -0.067
Cl: -1.66 6.41 -6.77  -0.049
Cl: -0.50 8.84 -5.72  -0.088
Cl: -0.96 6.58 -3.98  -0.073
C: -5.32 6.38 -0.17  0.301
Cl: -6.03 5.40 -1.45  -0.032
Cl: -5.72 8.08 -0.44  -0.094
Cl: -5.95 5.86 1.40  -0.099
Cl: -3.56 6.18 -0.19  -0.094
C: -5.24 -2.61 1.99  0.226
Cl: -4.38 -2.17 0.51  0.114
Cl: -5.52 -1.15 2.95  -0.095
Cl: -6.79 -3.34 1.56  -0.094
Cl: -4.28 -3.76 2.93  -0.116
C: -8.33 -1.20 -0.90  0.279
Cl: -7.47 -2.47 -1.79  -0.097
Cl: -10.06 -1.46 -1.02  -0.090
Cl: -7.84 -1.26 0.80  -0.050
Cl: -7.90 0.37 -1.58  -0.053
C: -3.69 9.13 -9.20  0.299
Cl: -4.49 7.78 -8.38  -0.032
Cl: -4.75 9.76 -10.46  -0.099
Cl: -3.34 10.40 -8.03  -0.079
Cl: -2.18 8.56 -9.92  -0.088

Values from the calculation:
HOMO-LUMO gap   8.19 eV
HOMO   -11.16 eV
Spin multiplicity   1
Net charge   +1



(6)
ORCA calculation (the ωB97M-V functional and the def2-TZVPD basis) on C2H3BrFI as an isolated structure in a non-equilibrium geometry.

Each line ends with the Mulliken charge.
Cartesian coordinates (Å):
C: -0.61 -0.35 0.50  -0.610
C: 0.25 0.39 -0.40  -0.088
F: 2.05 -1.05 -0.26  -0.628
Br: 1.11 1.92 0.08  0.086
I: -2.55 0.25 0.04  0.178
H: -0.39 -1.40 0.07  0.326
H: -0.30 -0.12 1.46  0.436
H: 0.43 0.36 -1.49  0.300

Values from the calculation:
Energy relative to the best compared isomer or geometry (same formula, charge and spin)   302.6 kJ/mol
HOMO-LUMO gap (spin up / spin down)   8.31 / 8.30 eV
HOMO (spin up / spin down)   -10.20 / -10.20 eV
Spin multiplicity   1